# 1
{
  "formula": "C15H25Br2N3O2PS4Sn",
  "method": "wB97M-V/def2-TZVPD",
  "elements": ["Sn", "Br", "C", "Br", "H", "H", "C", "C", "O", "P", "S", "S", "O", "C", "C", "H", "H", "H", "H", "H", "H", "H", "H", "H", "H", "C", "N", "C", "S", "N", "C", "H", "H", "H", "H", "H", "H", "H", "H", "S", "C", "N", "C", "C", "C", "C", "C", "C", "H", "H", "H", "H", "H"],
  "positions_angstrom": [[-0.85600, -0.89318, -0.11329], [-2.62675, -2.96609, 2.17986], [-3.52838, -4.21063, 1.01055], [-3.00688, -4.01902, -0.83342], [-4.58951, -4.00958, 1.07518], [-3.27764, -5.21204, 1.33482], [1.61308, 5.18783, -0.30455], [0.93422, 3.86321, -0.51918], [1.25297, 3.00927, 0.63061], [0.72885, 1.55452, 0.81240], [-1.30682, 1.48201, 0.99682], [1.29974, 0.28247, -0.65020], [1.37105, 1.05847, 2.14606], [1.58410, 1.93664, 3.31145], [1.78009, 1.05333, 4.51165], [1.39578, 5.84065, -1.14982], [2.69220, 5.06399, -0.23547], [1.25125, 5.66878, 0.60227], [1.29587, 3.35114, -1.41179], [-0.15227, 3.95587, -0.56274], [0.71405, 2.58645, 3.41648], [2.46013, 2.54183, 3.08943], [0.89365, 0.45056, 4.70574], [1.96484, 1.67599, 5.38666], [2.63994, 0.39908, 4.37223], [-3.08237, 2.75318, -2.79515], [-2.60016, 1.42079, -2.42009], [-1.90800, 0.53295, -3.10759], [-1.71540, -1.09908, -2.46819], [-1.39367, 0.71517, -4.31085], [-1.34278, 1.90982, -5.16016], [-3.97405, 2.94608, -2.20524], [-3.36282, 2.77869, -3.84247], [-2.34126, 3.52085, -2.58013], [-2.84375, 1.12287, -1.48946], [-0.97475, -0.11430, -4.70385], [-1.25545, 2.80620, -4.55691], [-2.21501, 1.97143, -5.80856], [-0.45024, 1.82681, -5.77411], [1.58249, -4.86818, -1.06825], [0.52148, -3.56763, -1.28443], [0.33449, -2.80890, -0.23634], [1.08506, -3.24344, 0.85643], [1.13632, -2.65167, 2.12059], [1.94506, -3.23145, 3.07080], [2.69511, -4.38337, 2.78443], [2.65309, -4.97296, 1.54119], [1.83704, -4.38377, 0.57414], [0.03168, -3.39535, -2.23126], [0.55854, -1.76355, 2.35579], [2.00427, -2.79722, 4.05906], [3.31804, -4.81436, 3.55553], [3.22949, -5.86112, 1.32333]],
  "nbo_charge": [1.215, 0.088, -0.514, 0.058, 0.248, 0.248, -0.633, -0.055, -0.828, 1.794, -0.486, -0.501, -0.850, -0.056, -0.633, 0.238, 0.234, 0.232, 0.194, 0.188, 0.195, 0.209, 0.217, 0.247, 0.226, -0.425, -0.542, 0.405, -0.224, -0.536, -0.427, 0.245, 0.229, 0.216, 0.428, 0.432, 0.219, 0.230, 0.243, 0.570, -0.096, -0.600, 0.173, -0.244, -0.163, -0.176, -0.184, -0.252, 0.251, 0.223, 0.236, 0.245, 0.249],
  "de_lowest_kcal_mol": 5.40,
  "homo_energy_ev": [-13.733, -14.381],
  "gap_ev": [8.318, 6.296],
  "multiplicity": 2,
  "e_lumo_ev": [-5.4, -8.1],
  "s2": 0.757,
  "charge": 2
}

---

# 2
{
  "formula": "C15H25BrINO2Si",
  "method": "wB97M-V/def2-TZVPD",
  "elements": ["C", "Si", "Br", "C", "C", "C", "I", "C", "C", "C", "N", "C", "C", "H", "H", "H", "H", "H", "H", "H", "H", "H", "H", "H", "H", "H", "C", "C", "C", "O", "H", "H", "H", "H", "H", "H", "C", "C", "C", "O", "H", "H", "H", "H", "H", "H"],
  "positions_angstrom": [[-1.63202, -0.53863, 1.99237], [0.08771, -0.52440, 1.27053], [1.18765, 1.13082, 2.35076], [1.04056, -2.10869, 1.58980], [0.68701, -2.77593, 2.93226], [-0.50165, -3.73456, 2.77775], [0.17435, -5.74874, 2.46448], [-0.00923, -0.14564, -0.55121], [-1.03815, -0.68445, -1.33248], [-1.08714, -0.35324, -2.68143], [-0.22937, 0.43816, -3.31339], [0.76912, 0.92941, -2.57555], [0.90619, 0.66908, -1.21851], [-2.20129, 0.30406, 1.60853], [-2.17898, -1.44194, 1.72744], [-1.60357, -0.46194, 3.07589], [2.09676, -1.84772, 1.54822], [0.85830, -2.78798, 0.75631], [1.54747, -3.32704, 3.28912], [0.40312, -2.01363, 3.65573], [-1.09146, -3.51705, 1.89837], [-1.13142, -3.71885, 3.65643], [-1.79530, -1.32477, -0.90864], [-1.89679, -0.76312, -3.27115], [1.48946, 1.56051, -3.07152], [1.73616, 1.10717, -0.68524], [5.93218, 2.55303, 0.24672], [4.89864, 1.45323, 0.27625], [4.81044, 0.63752, 1.54217], [4.17564, 1.23941, -0.66869], [5.89407, 3.06319, -0.71267], [5.73584, 3.27079, 1.04464], [6.92868, 2.13338, 0.39236], [4.56773, 1.28500, 2.38554], [5.76424, 0.14356, 1.73640], [4.03182, -0.11340, 1.43896], [-3.79367, 1.91922, -2.99804], [-4.71029, 1.18494, -2.04938], [-6.18453, 1.49657, -2.15004], [-4.28887, 0.38435, -1.24630], [-2.76708, 1.61414, -2.82771], [-4.06775, 1.69535, -4.03030], [-3.87719, 2.99510, -2.83536], [-6.54857, 1.25957, -3.15085], [-6.35554, 2.55706, -1.95925], [-6.73325, 0.90711, -1.41935]],
  "nbo_charge": [-1.150, 1.588, -0.344, -0.903, -0.431, -0.488, 0.054, -0.475, -0.231, 0.023, -0.413, 0.032, -0.231, 0.264, 0.243, 0.248, 0.248, 0.243, 0.224, 0.210, 0.213, 0.223, 0.222, 0.190, 0.197, 0.241, -0.721, 0.604, -0.719, -0.553, 0.236, 0.231, 0.229, 0.235, 0.229, 0.233, -0.725, 0.602, -0.721, -0.553, 0.244, 0.231, 0.230, 0.230, 0.229, 0.234],
  "homo_energy_ev": -9.372,
  "gap_ev": 9.894,
  "smiles": "C[Si@@](Br)(CCCI)c1ccncc1.CC(C)=O.CC(C)=O",
  "e_lumo_ev": 0.5,
  "charge": 0
}

---

# 3
{
  "formula": "C15H25BrN2",
  "method": "wB97M-V/def2-TZVPD",
  "elements": ["C", "C", "N", "C", "C", "C", "C", "N", "C", "C", "C", "C", "C", "C", "C", "C", "C", "Br", "H", "H", "H", "H", "H", "H", "H", "H", "H", "H", "H", "H", "H", "H", "H", "H", "H", "H", "H", "H", "H", "H", "H", "H", "H"],
  "positions_angstrom": [[2.98470, 1.92317, -1.99723], [3.11269, 0.41224, -1.76061], [2.84630, -0.08233, -0.42439], [3.55092, 0.58503, 0.65257], [5.06104, 0.39169, 0.54256], [1.47844, -0.43549, -0.13178], [0.46003, 0.71833, 0.01120], [-0.77878, 0.21863, 0.58096], [-0.76621, 0.20740, 2.03241], [-1.79772, -0.75168, 2.61393], [-1.99967, 0.78209, 0.04177], [-3.00426, -0.28628, -0.31222], [-2.58228, -1.58396, -0.57533], [-3.48100, -2.57653, -0.91781], [-4.83252, -2.28763, -1.01033], [-5.27717, -1.00135, -0.76527], [-4.36245, -0.02032, -0.42348], [-5.02805, 1.74770, -0.11340], [3.13699, 2.13132, -3.05366], [2.00322, 2.29152, -1.71250], [3.73529, 2.47110, -1.43329], [4.13228, 0.11129, -2.02541], [2.43363, -0.11260, -2.43684], [3.32798, 1.66316, 0.71118], [3.21067, 0.12959, 1.58679], [5.28858, -0.66251, 0.41039], [5.47097, 0.94454, -0.29796], [5.54290, 0.74484, 1.45104], [1.12853, -1.10517, -0.92259], [1.48351, -1.00954, 0.79944], [0.89376, 1.52156, 0.62764], [0.25415, 1.12533, -0.98024], [-0.94213, 1.22157, 2.43883], [0.22725, -0.11035, 2.35551], [-2.80978, -0.43483, 2.37724], [-1.69413, -0.78653, 3.69584], [-1.64896, -1.75069, 2.21350], [-1.78251, 1.34302, -0.87506], [-2.45375, 1.49513, 0.74784], [-1.52650, -1.79072, -0.49344], [-3.12768, -3.57749, -1.11490], [-5.54206, -3.05665, -1.27495], [-6.32621, -0.75761, -0.83796]],
  "nbo_charge": [-0.635, -0.211, -0.461, -0.211, -0.615, -0.198, -0.230, -0.469, -0.204, -0.614, -0.247, -0.076, -0.146, -0.225, -0.208, -0.238, -0.058, 0.032, 0.214, 0.201, 0.202, 0.189, 0.195, 0.163, 0.194, 0.212, 0.200, 0.210, 0.193, 0.189, 0.171, 0.192, 0.162, 0.194, 0.208, 0.212, 0.212, 0.217, 0.200, 0.224, 0.214, 0.217, 0.227],
  "de_lowest_kcal_mol": 3.75,
  "homo_energy_ev": -7.965,
  "gap_ev": 8.771,
  "smiles": "CCN(CC)CCN(CC)Cc1ccccc1Br",
  "e_lumo_ev": 0.8,
  "charge": 0
}

---

# 4
{
  "formula": "C15H25BrNO2",
  "method": "wB97M-V/def2-TZVPD",
  "elements": ["C", "C", "C", "C", "N", "C", "C", "C", "C", "O", "C", "C", "C", "O", "C", "C", "C", "C", "Br", "H", "H", "H", "H", "H", "H", "H", "H", "H", "H", "H", "H", "H", "H", "H", "H", "H", "H", "H", "H", "H", "H", "H", "H", "H"],
  "positions_angstrom": [[-5.86118, -2.01037, -1.17703], [-4.98949, -1.12065, -0.29807], [-3.73296, -0.67333, -1.04877], [-2.89667, 0.33819, -0.27631], [-2.33256, -0.27666, 0.95528], [-1.52827, 0.65244, 1.81642], [-0.27693, 1.09394, 1.12015], [0.84616, 0.26353, 1.13014], [2.04911, 0.60930, 0.53139], [3.14844, -0.17740, 0.56188], [3.13256, -1.41749, 1.25019], [4.52094, -2.02283, 1.12418], [2.13876, 1.85564, -0.14676], [3.19478, 2.38718, -0.76768], [4.40740, 1.68921, -1.03961], [4.25533, 0.69686, -2.18438], [1.01137, 2.67750, -0.15475], [-0.16619, 2.31384, 0.46483], [-1.63675, 3.53503, 0.39223], [-5.31494, -2.89714, -1.48894], [-6.18015, -1.47309, -2.06567], [-6.74655, -2.32760, -0.63415], [-4.72689, -1.68182, 0.60452], [-5.56381, -0.24245, 0.00250], [-3.12664, -1.54393, -1.31007], [-4.03801, -0.20277, -1.98363], [-2.06795, 0.70138, -0.88513], [-3.50892, 1.19162, 0.01910], [-3.12028, -0.65446, 1.49569], [-1.73426, -1.06349, 0.67577], [-1.27875, 0.12000, 2.73658], [-2.15592, 1.51151, 2.05918], [0.77806, -0.67388, 1.66057], [2.88193, -1.25602, 2.30675], [2.38496, -2.08579, 0.80042], [4.77456, -2.16480, 0.07742], [4.54944, -2.98284, 1.63022], [5.25786, -1.36413, 1.57441], [4.78554, 1.19826, -0.14150], [5.09509, 2.48816, -1.32760], [5.22905, 0.28693, -2.43445], [3.59450, -0.11937, -1.90445], [3.84950, 1.19591, -3.06097], [1.09873, 3.62590, -0.65993]],
  "nbo_charge": [-0.600, -0.404, -0.422, -0.227, -0.494, -0.239, -0.164, -0.290, 0.315, -0.518, -0.065, -0.620, 0.312, -0.473, -0.065, -0.638, -0.275, -0.050, 0.067, 0.210, 0.215, 0.227, 0.177, 0.210, 0.207, 0.242, 0.242, 0.232, 0.435, 0.430, 0.234, 0.250, 0.218, 0.178, 0.170, 0.220, 0.226, 0.222, 0.195, 0.201, 0.227, 0.207, 0.218, 0.254],
  "de_lowest_kcal_mol": 11.83,
  "homo_energy_ev": -11.200,
  "gap_ev": 8.340,
  "smiles": "CCCC[NH2+]Cc1cc(OCC)c(OCC)cc1Br",
  "e_lumo_ev": -2.9,
  "charge": 1
}

---

# 5
{
  "formula": "C15H25CdN5O5",
  "method": "wB97M-V/def2-TZVPD",
  "elements": ["O", "H", "Cd", "N", "N", "O", "O", "C", "C", "C", "C", "H", "H", "H", "H", "H", "H", "H", "H", "O", "H", "H", "C", "H", "H", "H", "O", "H", "H", "N", "C", "C", "C", "C", "C", "N", "C", "C", "C", "C", "C", "N", "H", "H", "H", "H", "H", "H", "H", "H", "H"],
  "positions_angstrom": [[-0.38598, 4.12927, 0.60137], [0.57770, 4.29789, 0.74670], [0.30499, 0.31529, -0.35343], [-0.88383, -0.42315, -2.24416], [1.34314, -1.61315, -1.36395], [-2.04694, 0.08033, -2.83122], [2.70068, -1.95338, -1.21702], [-0.27514, -1.28053, -3.06566], [0.95777, -1.88073, -2.62055], [-0.89483, -1.64017, -4.37312], [1.80275, -2.74540, -3.49159], [-1.68021, -0.89805, -4.61474], [-1.33818, -2.66160, -4.28199], [-0.11408, -1.68123, -5.16393], [2.55990, -3.25177, -2.86219], [2.31176, -2.14317, -4.28323], [1.14719, -3.48154, -4.00485], [-2.40671, 0.73062, -2.20506], [2.95438, -1.61131, -0.34281], [-0.88510, -2.78880, 0.17280], [-1.47142, -2.01285, 0.12380], [-0.09976, -2.58611, -0.38861], [1.72523, 1.75146, -1.25072], [1.30313, 2.73507, -1.03565], [1.83770, 1.66409, -2.34892], [2.76278, 1.70370, -0.87184], [-2.53980, 3.23450, -1.54747], [-2.36522, 4.07405, -1.07097], [-1.77837, 3.16081, -2.14723], [-0.98964, -0.88695, 2.56886], [-1.66341, 0.31162, 2.26498], [-2.59532, 0.89191, 3.15255], [-3.04614, 2.19284, 2.94264], [-2.56012, 2.85245, 1.82278], [-1.65688, 2.21080, 0.98388], [-1.31253, 0.91935, 1.12944], [0.41744, -0.93660, 2.67481], [0.98596, -1.58223, 3.79093], [2.35552, -1.47287, 4.00410], [3.11896, -0.78637, 3.05218], [2.49816, -0.28621, 1.91698], [1.15571, -0.35784, 1.72650], [-1.46402, -1.44875, 3.27349], [-2.94462, 0.29203, 3.99047], [-3.77240, 2.68884, 3.58967], [-2.82237, 3.87550, 1.61487], [-1.21290, 2.71685, 0.13214], [0.31574, -2.12288, 4.46542], [2.82102, -1.89995, 4.89350], [4.18458, -0.63050, 3.20061], [3.06373, 0.23482, 1.14544]],
  "nbo_charge": [-1.289, 0.426, 1.558, -0.184, -0.221, -0.549, -0.555, 0.179, 0.217, -0.687, -0.689, 0.272, 0.246, 0.235, 0.266, 0.249, 0.238, 0.510, 0.492, -0.950, 0.470, 0.474, -1.308, 0.244, 0.193, 0.192, -0.970, 0.508, 0.472, -0.602, 0.370, -0.319, -0.159, -0.237, 0.105, -0.653, 0.413, -0.265, -0.139, -0.284, 0.032, -0.570, 0.395, 0.207, 0.221, 0.241, 0.305, 0.222, 0.230, 0.231, 0.218],
  "homo_energy_ev": [-6.202, -6.203],
  "gap_ev": [5.046, 5.046],
  "e_lumo_ev": [-1.2, -1.2],
  "charge": 0
}